Molecular formula: C4H5NOS2
Method: DFT, ωB97M-V/def2-TZVPD

Values from the calculation:
- HOMO energy (eV) = -9.4
- DFT total energy (Ha) = -1081.7018
- structure (SMILES) = C#C[C@H](S)C(=O)NS
- ΔE to the lowest compared entry with this formula, charge and spin (kcal/mol) = 57.4

Last column: Mulliken charge in e.
Atoms and positions in Å:
C (-0.696426, 2.026755, -1.120447)  -0.0551
C (-0.865608, 0.955852, -0.587635)  -0.5998
C (-1.019667, -0.360777, -0.067087)  0.1126
S (-1.597193, -0.388842, 1.624531)  -0.1877
C (0.053840, -1.327453, -0.305309)  0.5085
O (-0.099665, -2.379316, -0.882433)  -0.5905
N (1.329091, -0.933937, 0.063866)  -0.2767
S (1.882467, 0.319363, 1.064001)  -0.1382
H (-0.404376, 2.968283, -1.545829)  0.4276
H (-1.805271, -0.914909, -0.554735)  0.2402
H (-0.808324, 0.535278, 2.305443)  0.1436
H (1.973944, -1.697230, -0.071148)  0.2824
H (2.057189, 1.196937, 0.076780)  0.1331

Forces on the atoms, in the same order (eV/Å):
0.2 -0.6 0.5
0.5 1.7 -1.4
-1.3 -0.2 0.4
-0.2 0.4 1.9
2.5 0.1 -0.3
-0.3 0.1 0.3
0.2 -0.8 0.2
-0.4 -0.2 -0.1
-0.3 -0.3 0.1
-0.9 0.3 -0.3
-0.4 -0.8 -1.1
0.2 0.0 -0.1
0.1 0.3 -0.1

---

Molecular formula: C4H12I2N2
Method: DFT, ωB97M-V/def2-TZVPD

Values from the calculation:
- total charge = +2
- HOMO energy (eV) = -16.2
- DFT total energy (Ha) = -863.8040
- ΔE to the lowest compared entry with this formula, charge and spin (kcal/mol) = 33.2

Last column: Mulliken charge in e.
Atoms and positions in Å:
C (0.156378, -0.769058, -0.052746)  -0.3806
C (1.534782, -1.412126, 0.021249)  -0.7423
C (0.303401, 0.786594, -0.318161)  -0.9001
C (-1.705259, 1.466043, -0.291698)  -0.5854
N (1.470283, -2.939373, 0.060065)  -0.2783
N (-1.629885, 2.802010, 0.333401)  -0.2377
I (1.445268, 2.006084, 0.840387)  0.2744
I (-3.327361, 0.358068, 0.598468)  0.2758
H (-0.331573, -1.089707, -0.980659)  0.3471
H (-0.534001, -0.858644, 0.757769)  0.3781
H (1.997913, -1.148536, 0.977203)  0.4407
H (2.193592, -1.082089, -0.894354)  0.3267
H (0.446557, 0.972035, -1.339628)  0.5639
H (-1.729182, 1.427335, -1.335218)  0.5181
H (0.812559, -3.340945, 0.649723)  0.3113
H (2.434278, -3.237727, 0.310024)  0.3934
H (1.247620, -3.341227, -0.909323)  0.3967
H (-2.175359, 3.666398, -0.134853)  0.4034
H (-1.991145, 2.695778, 1.295758)  0.4181
H (-0.618874, 3.039078, 0.412595)  0.0768

Forces on the atoms, in the same order (eV/Å):
0.6 2.1 -1.8
0.3 0.5 -0.4
-4.0 -1.4 1.1
2.2 -1.4 1.4
2.3 0.7 -3.8
-1.4 1.8 -0.8
0.8 0.3 0.6
1.0 0.3 -0.5
-0.2 -0.3 0.2
0.0 -0.7 0.9
0.3 0.1 -0.4
-1.2 -0.9 1.9
0.4 0.4 -1.3
-0.6 0.6 -1.4
-1.6 -0.7 2.0
-0.8 -0.3 -0.1
0.5 0.6 1.5
1.4 -2.5 1.0
0.1 0.4 -0.3
-0.2 0.4 0.1

---

Molecular formula: C23H23EuP2
Method: DFT, ωB97M-V/def2-TZVPD

Values from the calculation:
- total charge = -1
- HOMO energy (spin up / spin down) (eV) = -1.7 / -1.7
- <S²> = 15.947
- multiplicity = 8
- DFT total energy (Ha) = -2282.9592
- ΔE to the lowest compared entry with this formula, charge and spin (kcal/mol) = 24.1

Last column: Löwdin spin population.
Atoms and positions in Å:
C (0.230108, -1.814543, -4.446643)  -0.0025
C (1.084081, -1.756475, -5.569574)  -0.0004
C (2.081703, -2.770860, -5.451438)  -0.0009
C (1.857495, -3.502784, -4.245524)  -0.0003
C (0.737442, -2.955130, -3.574749)  -0.0001
Eu (-0.892540, -0.734930, -1.079523)  7.0126
P (-1.396281, 2.512020, -0.586748)  -0.0361
H (-0.655991, -1.204033, -4.255028)  -0.0028
H (0.990735, -1.053815, -6.397897)  0.0000
H (2.870891, -2.963930, -6.176733)  -0.0001
H (0.283810, -3.296784, -2.637296)  0.0005
H (2.454072, -4.343262, -3.890152)  0.0000
H (-2.557519, 3.236349, -0.197267)  -0.0053
H (-1.676682, 1.699892, -1.773575)  -0.0767
H (-0.431147, 3.491223, -0.949588)  0.0110
C (0.149305, 3.599827, 5.022007)  0.0510
C (0.917912, 3.872666, 3.884629)  0.0019
C (0.662032, 3.206542, 2.689007)  0.0363
C (-0.372499, 2.246376, 2.623543)  0.0210
C (-1.180885, 2.015985, 3.755760)  0.0299
C (-0.903289, 2.679325, 4.950292)  0.0043
P (-0.648266, 1.362099, 1.084715)  0.0679
C (0.939876, 0.701916, 0.470665)  0.0130
C (1.316995, 0.752405, -0.903099)  0.0037
C (2.179646, -0.234737, -1.410529)  0.0021
C (2.843886, -1.092587, -0.529742)  0.0254
C (2.637009, -0.990788, 0.847851)  0.0046
C (1.686205, -0.109181, 1.356683)  0.0254
C (-1.750962, -0.073769, 1.244710)  -0.0544
C (-1.183920, -1.342349, 1.567453)  -0.0079
C (-1.665695, -2.502070, 0.947320)  -0.0225
C (-2.802033, -2.443195, 0.119097)  -0.0417
C (-3.513450, -1.238886, -0.001554)  -0.0126
C (-3.017123, -0.066059, 0.576293)  -0.0465
H (0.363297, 4.114932, 5.958666)  0.0041
H (1.718856, 4.610699, 3.930554)  -0.0012
H (1.256689, 3.418312, 1.797776)  0.0012
H (-2.016065, 1.315046, 3.688804)  0.0004
H (-1.514992, 2.482921, 5.831111)  -0.0010
H (0.877697, 1.493716, -1.585972)  -0.0016
H (2.356362, -0.305607, -2.486666)  0.0003
H (3.550382, -1.829536, -0.916837)  0.0015
H (3.204170, -1.617406, 1.540478)  -0.0003
H (1.504314, -0.059501, 2.434944)  0.0027
H (-0.320291, -1.400219, 2.234162)  0.0008
H (-1.117722, -3.441563, 1.063062)  -0.0006
H (-3.151090, -3.337455, -0.402749)  -0.0018
H (-4.440077, -1.209005, -0.586600)  0.0000
H (-3.546457, 0.878192, 0.435892)  -0.0041

Forces on the atoms, in the same order (eV/Å):
1.1 -2.1 1.6
0.2 -0.4 0.5
-0.6 0.1 0.5
-0.3 0.7 -0.1
-0.7 2.1 -1.7
-0.8 -0.5 -0.8
-0.2 -0.4 -0.7
0.2 -0.1 -0.1
0.0 -0.2 0.2
-0.2 0.0 0.2
0.1 0.0 -0.3
-0.1 0.2 -0.1
0.5 -0.4 -0.3
-1.0 0.5 -2.8
-0.5 -0.4 0.0
0.1 0.2 0.2
-0.2 -0.2 -0.3
0.1 0.2 0.5
0.7 -1.3 0.1
0.1 0.4 0.5
-0.2 0.0 -0.5
0.1 -0.4 3.8
0.3 1.3 0.3
0.3 -0.7 0.2
0.0 0.8 0.0
0.3 -0.3 0.4
0.1 0.0 -0.3
-0.4 -0.2 -0.3
1.4 2.9 0.7
0.7 -2.0 -0.1
0.9 0.8 0.7
-0.1 -1.3 -1.1
0.1 1.4 0.1
-1.2 -0.3 -1.4
-0.1 -0.1 -0.2
-0.1 -0.2 0.0
-0.1 -0.1 0.2
0.3 0.0 0.0
0.1 0.0 -0.2
0.0 -0.4 0.1
0.0 0.0 0.3
-0.3 0.2 0.0
-0.2 0.1 -0.3
0.0 0.1 -0.4
-0.5 -0.2 -0.1
-0.3 0.2 0.2
0.0 0.3 0.3
0.3 0.0 0.3
-0.2 -0.3 0.2

---

Molecular formula: C51H43AsBr2N2O2PReS
Method: DFT, ωB97M-V/def2-TZVPD

Values from the calculation:
- total charge = +1
- HOMO energy (spin up / spin down) (eV) = -10.9 / -10.9
- <S²> = 0.887
- multiplicity = 2
- DFT total energy (Ha) = -10430.6909
- ΔE to the lowest compared entry with this formula, charge and spin (kcal/mol) = 24.8

Last column: Löwdin spin population.
Atoms and positions in Å:
Re (-0.579258, -0.289219, -0.499563)  1.0735
S (-1.554337, 1.613530, 0.731091)  -0.1111
C (-0.424670, 2.249155, 1.896839)  -0.0035
C (-0.711752, 3.492675, 2.457943)  -0.0199
C (0.132277, 4.030151, 3.408172)  0.0025
C (1.276468, 3.345720, 3.792210)  -0.0255
C (1.572857, 2.116322, 3.222091)  0.0020
C (0.719197, 1.539531, 2.290753)  -0.0186
As (0.921404, -0.247212, 1.544900)  -0.0068
C (2.782503, -0.813038, 1.821223)  -0.0010
C (3.581594, -1.284345, 0.788141)  0.0000
C (4.876837, -1.703696, 1.044235)  0.0001
C (5.383400, -1.654437, 2.330623)  0.0000
C (4.575896, -1.226889, 3.373031)  0.0000
C (3.272850, -0.829217, 3.126757)  -0.0004
C (0.152220, -1.411883, 2.906610)  -0.0033
C (0.371772, -2.779525, 2.757888)  -0.0005
C (-0.156806, -3.674910, 3.667144)  -0.0001
C (-0.898158, -3.209424, 4.742372)  -0.0004
C (-1.121691, -1.852258, 4.892367)  -0.0001
C (-0.606886, -0.949783, 3.973711)  -0.0009
H (-1.600949, 4.020310, 2.143047)  0.0007
H (-0.100777, 4.991063, 3.839989)  0.0006
H (1.929859, 3.766529, 4.542986)  -0.0014
H (2.484184, 1.602172, 3.499991)  0.0007
H (3.182517, -1.342521, -0.215119)  0.0000
H (5.488729, -2.079693, 0.238724)  0.0000
H (6.399682, -1.964917, 2.520814)  0.0000
H (4.958330, -1.219775, 4.381637)  0.0000
H (2.616616, -0.554561, 3.949975)  0.0000
H (0.951156, -3.140565, 1.912665)  0.0000
H (0.010776, -4.734464, 3.546106)  0.0000
H (-1.306182, -3.907541, 5.457875)  0.0000
H (-1.711933, -1.496501, 5.723111)  0.0000
H (-0.806744, 0.112024, 4.084681)  0.0000
C (-6.012131, -0.070394, -0.791495)  0.0001
C (-4.824904, -0.655347, -1.476833)  0.0014
C (-4.957755, -1.636489, -2.457893)  0.0019
C (-3.836219, -2.045935, -3.148635)  0.0002
C (-2.606897, -1.502775, -2.806094)  0.0048
Br (-1.136386, -1.864965, -3.939073)  0.0049
N (-2.438050, -0.654148, -1.793979)  0.0139
C (-3.543552, -0.226991, -1.174485)  0.0074
H (-6.803018, 0.099171, -1.518596)  0.0000
H (-5.762463, 0.868455, -0.303554)  0.0000
H (-6.399516, -0.755295, -0.038333)  0.0000
H (-5.930595, -2.042836, -2.693131)  0.0001
H (-3.898170, -2.771025, -3.944768)  0.0000
H (-3.410333, 0.519690, -0.401055)  0.0022
C (-1.929704, 1.806939, -3.608907)  0.0013
C (-0.621561, 2.267375, -4.165279)  -0.0001
C (-0.613454, 3.048359, -5.317304)  0.0000
C (0.563352, 3.529145, -5.854680)  0.0000
C (1.762210, 3.287232, -5.204466)  -0.0002
C (1.776514, 2.527610, -4.053069)  -0.0009
C (0.594632, 1.971458, -3.552244)  -0.0039
P (0.847370, 0.841453, -2.134096)  0.0033
C (2.066709, 1.809082, -1.169203)  -0.0002
C (3.342917, 1.300694, -0.941065)  -0.0004
C (4.246413, 1.993604, -0.156611)  -0.0007
C (3.883862, 3.209609, 0.397162)  -0.0006
C (2.632720, 3.738112, 0.138305)  -0.0003
C (1.707842, 3.058094, -0.643024)  -0.0008
C (0.400603, 3.704502, -0.967228)  -0.0015
C (1.791693, -0.547526, -2.851463)  0.0052
C (2.579726, -0.451602, -3.994306)  0.0014
C (3.351107, -1.522700, -4.402480)  0.0007
C (3.356328, -2.694471, -3.663751)  0.0007
C (2.524199, -2.820406, -2.567850)  0.0011
C (1.696671, -1.771839, -2.173784)  0.0043
C (0.664291, -2.006369, -1.123314)  0.0384
H (-2.688014, 2.575014, -3.743472)  0.0000
H (-1.840122, 1.592127, -2.544162)  0.0017
H (-2.270515, 0.911884, -4.129326)  0.0000
H (-1.554144, 3.281433, -5.791804)  0.0000
H (0.545921, 4.111315, -6.761544)  0.0000
H (2.684511, 3.695147, -5.584628)  0.0000
H (2.707335, 2.380848, -3.521409)  0.0000
H (3.642573, 0.383384, -1.425900)  0.0000
H (5.233534, 1.589928, 0.006980)  0.0000
H (4.583216, 3.758816, 1.007180)  0.0000
H (2.365689, 4.707777, 0.531036)  0.0000
H (0.102487, 4.395496, -0.181525)  0.0002
H (-0.384156, 2.958486, -1.095311)  -0.0009
H (0.486308, 4.266370, -1.897830)  -0.0003
H (2.578958, 0.446015, -4.589424)  0.0001
H (3.943405, -1.444966, -5.300517)  0.0000
H (3.971899, -3.525748, -3.970421)  0.0000
H (2.479701, -3.754663, -2.027441)  -0.0001
H (1.120587, -2.503117, -0.252119)  0.0041
H (-0.074580, -2.721310, -1.512504)  0.0146
Br (-5.029553, -4.919491, 4.910271)  0.0000
C (-4.466986, -3.349495, 4.008407)  0.0000
C (-4.658344, -2.105219, 4.598994)  -0.0002
N (-4.262237, -0.990955, 4.021035)  -0.0005
C (-3.645506, -1.052973, 2.858542)  -0.0024
C (-3.406828, -2.251197, 2.188601)  -0.0006
C (-3.833292, -3.431838, 2.777721)  -0.0001
C (-2.653726, -2.235523, 0.880749)  0.0019
O (-2.982714, -2.916710, -0.076770)  0.0045
O (-1.683135, -1.410562, 0.918917)  0.0114
H (-5.136509, -2.010555, 5.563189)  0.0000
H (-3.336716, -0.101232, 2.445416)  -0.0037
H (-3.664482, -4.380766, 2.290629)  0.0000

Forces on the atoms, in the same order (eV/Å):
-2.3 -0.8 1.6
0.8 -0.8 -1.4
0.3 -0.2 0.3
-0.1 -0.2 -0.1
0.1 0.1 0.1
0.0 0.0 -0.1
0.1 -0.3 -0.1
0.0 0.1 0.1
0.4 0.0 0.3
-0.3 0.1 -0.1
-0.3 0.1 -0.1
0.0 -0.1 0.0
0.0 0.0 0.0
0.0 0.0 0.1
-0.3 0.1 0.0
0.0 0.1 0.1
0.1 0.2 -0.2
0.0 0.0 0.0
0.0 0.0 0.0
0.0 -0.1 0.1
0.2 0.3 -0.3
0.0 0.0 0.0
0.0 0.1 0.1
0.1 0.0 0.0
0.0 0.0 0.1
0.1 0.0 0.0
0.1 0.0 -0.1
0.1 0.0 0.0
0.0 0.0 0.1
0.2 0.0 -0.1
0.0 -0.1 0.1
0.0 -0.1 0.0
0.0 -0.1 0.1
0.0 0.1 0.1
0.0 -0.1 0.0
-0.1 -0.1 0.1
0.3 0.0 -0.2
0.3 0.2 0.2
0.0 0.0 0.1
0.1 0.0 -0.2
-0.2 0.0 0.1
0.6 0.0 0.1
-0.8 0.1 0.0
-0.1 0.1 0.0
-0.1 0.1 0.0
0.0 0.0 0.1
-0.1 0.0 -0.1
0.0 0.0 -0.1
0.0 -0.1 0.0
0.0 0.0 0.1
0.1 0.0 0.0
0.0 0.0 0.0
0.0 0.0 0.0
0.1 0.0 0.0
-0.1 0.1 0.1
-0.2 -0.1 0.1
0.8 -0.1 0.2
0.1 0.0 0.0
-0.1 0.1 -0.2
0.1 0.0 0.0
0.0 0.0 0.0
0.0 0.0 0.0
0.1 -0.1 0.0
-0.1 0.1 -0.1
-0.1 -0.2 0.2
0.0 0.0 0.0
0.0 0.0 -0.1
0.0 -0.1 0.0
0.0 0.0 0.0
0.1 0.3 -0.3
-0.3 0.7 0.7
-0.1 0.1 0.0
-0.1 0.0 -0.1
-0.1 -0.1 0.1
-0.1 0.0 -0.1
0.0 0.1 -0.1
0.1 0.1 -0.1
0.0 0.0 -0.1
0.0 -0.1 0.1
0.1 -0.1 0.0
0.1 0.1 0.1
0.0 0.1 0.1
0.0 0.0 0.0
0.0 0.3 -0.1
0.0 0.0 -0.1
0.1 0.1 0.0
0.1 0.0 -0.1
0.1 -0.1 0.0
0.0 -0.1 0.1
-0.2 0.1 -0.2
-0.1 0.1 0.1
0.1 0.2 -0.1
0.1 -0.1 0.0
-0.1 -0.6 0.0
-0.1 0.7 0.2
0.1 -0.3 -0.3
0.1 0.1 0.0
-0.2 0.1 0.0
-1.4 -1.0 -0.2
0.1 -0.2 0.3
1.9 1.0 -1.0
-0.1 -0.1 0.1
0.2 0.0 -0.2
0.0 -0.1 0.0